16
Properties=species:S:1:pos:R:3:lowdin_charge:R:1 method="wB97M-V/def2-TZVPD" fmax_ev_per_a=3.623 charge=+1 homo_energy_ev="-14.3943 / -14.9541" de_lowest_kcal_mol=180.0 gap_ha="0.337 / 0.316" multiplicity=1
C -0.63392 -0.88587 2.02893 0.11
C 2.03473 0.01066 -0.13148 0.14
C -0.90436 1.38908 -0.52504 0.00
N -0.94592 -0.67611 0.81644 0.04
N 0.96624 0.43638 0.45646 0.04
N 0.01920 -1.14952 -1.66637 0.21
N -0.28309 0.15961 -0.00036 -0.27
H -1.08005 -1.59112 2.63719 0.08
H 0.12885 -0.25989 2.51452 0.11
H 3.03464 0.04731 0.23024 0.10
H 1.83535 -0.64863 -0.95718 0.06
H -0.96472 2.10856 0.28274 0.09
H -0.36928 1.91728 -1.40320 0.14
H -2.00775 1.14742 -0.75895 0.14
H -0.73568 -1.60515 -1.23521 0.01
H -0.09424 -0.40004 -2.28871 0.02